1.
Entry from the OMol25 dataset: 10 unconnected molecules or ions with the total composition C29H58F6O14 in a non-equilibrium geometry (ωB97M-V/def2-TZVPD).

Computed properties:
gap between HOMO and LUMO: 7.010 eV
total energy: -2791.7803 Ha
SMILES: O=C1C=CC(=O)C(C(=O)C(F)(F)C(F)(F)C(F)(F)C(=O)O)=C1.CCO.CCO.CCO.CCO.CCO.CCO.CCO.CCO.CCO
total charge: 0
HOMO: -9.686 eV

Geometry as XYZ:
```
107
Properties=species:S:1:pos:R:3:mulliken_charge:R:1
C -3.17 5.41 -2.52 -0.04
H -6.86 -3.86 -1.32 0.31
C 0.38 1.68 0.09 0.19
C -7.06 2.87 -2.98 -0.15
H -9.00 -7.64 2.47 0.27
H -2.07 4.13 -1.56 0.25
H -2.47 -2.61 0.24 0.33
C 2.88 3.77 2.76 0.00
C -3.18 6.42 -1.40 -1.01
O -1.37 -1.24 -1.78 -0.42
H -7.99 -8.60 3.55 0.33
O -5.74 -5.20 -0.24 -0.48
H -8.31 -1.09 2.74 0.29
F 5.23 4.10 1.66 -0.26
H -8.23 2.50 -4.76 0.34
H 0.05 3.44 1.85 0.36
H -7.73 2.34 -2.30 0.22
H 8.04 -1.40 -0.67 0.22
H -6.90 -3.85 1.75 0.30
H 6.82 -1.75 2.30 0.32
H -9.02 1.30 2.50 0.29
H -8.59 4.04 -3.94 0.33
O -7.29 -0.25 1.18 -0.44
F 5.09 6.76 1.36 -0.28
O 11.72 -1.99 -2.32 -0.56
F 2.84 5.36 -0.10 -0.21
C -8.38 -8.54 2.53 -1.04
C -8.11 1.03 3.05 -1.17
H -3.59 -3.55 -0.77 0.27
H 1.12 1.62 -2.31 0.37
H -4.07 4.78 -2.49 0.10
H -6.09 -7.43 2.66 0.26
H -2.65 -2.45 -2.82 0.29
H -6.63 0.45 1.04 0.24
H 11.16 -3.97 -0.61 0.20
C -6.89 -4.36 -0.35 -0.39
O 8.76 -2.00 -0.92 -0.36
H 8.05 -2.29 1.16 0.08
C 2.94 1.65 -0.89 -0.27
H -4.05 7.08 -1.47 0.37
C -2.09 -2.46 -1.88 -0.37
H -2.27 7.04 -1.43 0.22
C 0.82 2.73 1.31 -0.37
C 2.31 2.74 1.61 0.63
O 2.26 3.82 3.95 -0.48
O 0.00 6.02 0.69 -0.36
C 8.20 -3.10 -1.60 -0.23
H -5.99 -2.73 0.74 0.16
H 9.24 -0.09 1.37 0.27
O 7.38 0.23 0.58 -0.54
O 0.77 6.74 2.84 -0.47
H 8.14 -2.09 -3.51 0.26
O -6.45 -7.35 1.76 -0.47
H 10.79 -2.08 -2.04 0.22
H -9.02 -9.42 2.35 0.33
H 6.45 0.14 0.86 0.29
H 13.58 -2.32 -1.53 0.31
C -7.79 3.35 -4.21 -1.06
H -8.34 1.00 4.12 0.34
H -7.77 -2.69 0.71 0.23
C 7.46 -2.63 -2.84 -1.15
H 3.77 1.63 -1.73 0.36
C 1.46 1.64 -1.19 -0.33
H 12.35 -1.76 -0.38 0.22
H -3.73 -1.78 -0.67 0.22
C 3.31 1.73 0.74 0.32
H 9.01 -3.79 -1.88 0.34
C 1.12 6.43 1.59 0.39
H 12.38 -4.51 -1.75 0.25
C 4.19 4.74 2.55 0.78
O -2.03 4.58 -2.42 -0.48
C 7.88 -1.64 2.02 -0.75
H 0.29 6.05 -0.27 0.36
H 8.50 -1.98 2.85 0.34
H 12.83 -4.20 -0.05 0.34
H 7.02 -3.47 -3.38 0.38
H -7.78 -4.99 -0.31 0.28
O -6.49 3.97 -2.29 -0.49
H 8.01 0.46 2.52 0.32
H -0.87 -1.27 -0.94 0.22
H 7.52 -3.63 -0.92 0.34
C -7.57 -0.30 2.57 -0.15
H -3.14 5.91 -3.49 0.29
H -3.19 5.92 -0.42 0.29
C 12.53 -2.42 -1.23 -0.17
H -1.37 -3.29 -1.92 0.26
H -7.11 3.88 -4.88 0.26
H -6.63 -9.38 1.57 0.24
F 2.84 7.72 0.26 -0.28
C 2.64 6.40 0.97 0.62
H -6.25 2.18 -3.26 0.29
C 12.21 -3.86 -0.88 -0.89
H -7.66 -8.41 0.50 0.29
O 4.33 1.05 1.29 -0.58
C -6.89 -3.35 0.78 -0.67
F 3.70 7.19 3.25 -0.24
H 6.66 -1.93 -2.57 0.31
O -0.72 0.91 0.13 -0.49
H -5.79 -5.64 0.62 0.28
H -7.38 1.83 2.86 0.33
C -3.03 -2.62 -0.71 -0.82
F 4.85 4.85 3.90 -0.28
H -7.22 4.57 -2.04 0.27
H -6.66 -0.57 3.11 0.28
C 8.19 -0.20 1.67 -0.32
C -7.26 -8.49 1.52 -0.22
C 3.85 6.27 2.06 0.47
```

2.
Entry from the OMol25 dataset: a single H3OPSi molecule in a non-equilibrium geometry (ωB97M-V/def2-TZVPD).

Computed properties:
gap between HOMO and LUMO: 7.465 eV
total energy: -707.8225 Ha
SMILES: O=P[SiH3]
total charge: 0
HOMO: -8.887 eV
relative energy (zero: lowest compared OMol25 entry of this formula, charge and spin): 18.7 kcal/mol

Geometry as XYZ:
```
6
Properties=species:S:1:pos:R:3:mulliken_charge:R:1
Si 0.29 -0.19 -0.05 0.21
P 2.65 0.39 0.23 0.34
H 0.17 -1.57 0.61 -0.05
O 3.48 -0.67 -0.36 -0.37
H -0.40 -0.46 -1.35 -0.07
H -0.53 0.92 0.70 -0.06
```

3.
Entry from the OMol25 dataset: 6 unconnected molecules or ions with the total composition C2H14O6 in a non-equilibrium geometry (ωB97M-V/def2-TZVPD).

Computed properties:
gap between HOMO and LUMO: 9.594 eV
total energy: -536.0255 Ha
SMILES: C=CO.O.O.O.O.O
total charge: 0
HOMO: -9.134 eV
relative energy (zero: lowest compared OMol25 entry of this formula, charge and spin): 0.1 kcal/mol

Geometry as XYZ:
```
22
Properties=species:S:1:pos:R:3:mulliken_charge:R:1
H 0.29 -2.66 -0.75 0.31
H 1.29 -0.34 0.34 0.44
H -1.04 0.46 2.83 0.29
H 2.48 -0.19 1.25 0.29
O -0.89 0.09 1.96 -0.70
H 1.89 3.60 -1.33 0.24
H -1.76 -1.04 0.92 0.41
C 0.63 2.03 -1.10 0.15
H 2.41 2.29 -0.01 0.22
H -0.51 0.47 -1.05 0.29
H 0.09 0.05 1.83 0.44
C 1.76 2.68 -0.77 -0.78
O -2.20 -1.74 0.42 -0.71
H -0.11 2.48 -1.75 0.25
O 0.83 -3.01 -0.04 -0.68
H 0.99 -2.31 0.59 0.37
H -2.43 0.56 -1.44 0.34
O 0.40 0.75 -0.73 -0.40
O 1.61 -0.61 1.23 -0.77
H -2.18 -0.86 -1.13 0.42
O -1.87 -0.17 -1.77 -0.77
H -1.68 -2.55 0.51 0.33
```

4.
Entry from the OMol25 dataset: a single C5H7NO molecule (ωB97M-V/def2-TZVPD).

Computed properties:
gap between HOMO and LUMO: 8.485 eV
total energy: -324.7002 Ha
SMILES: Cn1cccc1O
total charge: 0
HOMO: -7.696 eV
relative energy (zero: lowest compared OMol25 entry of this formula, charge and spin): 15.2 kcal/mol

Geometry as XYZ:
```
14
Properties=species:S:1:pos:R:3:mulliken_charge:R:1
H -0.47 -2.29 0.21 0.33
C -1.81 0.15 0.57 -0.85
C 0.47 0.79 -0.18 0.39
N -0.45 -0.15 0.17 0.16
H -2.25 0.86 -0.13 0.31
C 1.62 0.17 -0.58 -0.60
H 2.50 0.64 -1.01 0.37
H -2.39 -0.78 0.54 0.31
H 0.91 2.62 0.00 0.33
H -1.85 0.57 1.58 0.27
O 0.11 2.09 -0.06 -0.52
C 1.39 -1.24 -0.45 -0.56
H 2.10 -2.03 -0.65 0.39
C 0.11 -1.40 0.00 -0.33
```

5.
Entry from the OMol25 dataset: a molecular structure, C5H7N3 in a non-equilibrium geometry (ωB97M-V/def2-TZVPD).

Computed properties:
gap between HOMO and LUMO: 10.399 eV
total energy: -358.7328 Ha
total charge: 0
HOMO: -10.738 eV
relative energy (zero: lowest compared OMol25 entry of this formula, charge and spin): 179.2 kcal/mol

Geometry as XYZ:
```
15
Properties=species:S:1:pos:R:3:mulliken_charge:R:1
C -0.86 -1.00 -0.44 -0.14
H 0.25 1.46 -2.03 0.23
H 0.32 0.63 2.03 0.34
C -0.15 0.02 0.28 1.17
H -0.60 3.22 -1.03 0.28
H 0.85 1.80 0.57 0.42
C -0.63 1.88 -1.25 -0.62
H -1.60 1.48 -1.84 0.28
C -0.14 -0.22 1.70 -1.16
C 1.24 -0.25 0.03 0.11
N 2.35 -0.74 0.12 -0.53
H -1.20 -0.71 2.24 0.29
H 0.68 -1.11 1.91 0.34
N -1.27 -2.06 -0.92 -0.46
N -0.43 1.47 0.25 -0.53
```

6.
Entry from the OMol25 dataset: a single C5H10N2O3 molecule in a non-equilibrium geometry (ωB97M-V/def2-TZVPD).

Computed properties:
gap between HOMO and LUMO: 10.251 eV
total energy: -531.6417 Ha
SMILES: CCN(COC(C)=O)N=O
total charge: 0
HOMO: -9.609 eV
relative energy (zero: lowest compared OMol25 entry of this formula, charge and spin): 102.5 kcal/mol

Geometry as XYZ:
```
20
Properties=species:S:1:pos:R:3:mulliken_charge:R:1
H 0.29 0.13 1.67 0.25
H -2.41 2.81 -0.29 0.30
C -1.70 -2.00 -0.17 -0.86
C -1.35 3.18 -0.35 -0.94
C -0.29 2.25 0.24 0.67
O 0.58 2.80 0.96 -0.59
N 1.44 -1.52 -0.90 -0.19
H 1.70 0.84 0.56 0.39
H -1.28 -2.04 -1.24 0.27
H 0.22 -3.05 0.55 0.33
N 0.62 -1.13 0.06 0.59
O -0.37 1.00 -0.06 -0.25
H -1.11 3.29 -1.37 0.29
H -0.46 -1.79 1.71 0.36
O 1.34 -2.69 -1.18 -0.46
C 0.67 0.18 0.65 -0.36
H -1.10 4.22 0.13 0.28
C -0.34 -2.08 0.68 -0.66
H -2.30 -2.82 0.16 0.36
H -2.33 -1.08 -0.06 0.23
```

7.
Entry from the OMol25 dataset: 12 unconnected molecules or ions with the total composition C54H140N8O17 in a non-equilibrium geometry (ωB97M-V/def2-TZVPD).

Computed properties:
gap between HOMO and LUMO: 8.635 eV
total energy: -3858.1670 Ha
SMILES: COC[C@H](C)N.COC[C@H](C)N.COC[C@H](C)N.COCCNCCOC.COCCNCCOC.COCCNCCOC.COCCNCCOC.COCCNCCOC.CC(C)O.CC(C)O.CC(C)O.CC(C)O
total charge: 0
HOMO: -8.184 eV
relative energy (zero: lowest compared OMol25 entry of this formula, charge and spin): 16.8 kcal/mol

Geometry as XYZ:
```
219
Properties=species:S:1:pos:R:3:mulliken_charge:R:1
H 13.68 -15.81 -18.94 0.33
H 13.09 -12.48 -26.68 0.39
H 21.06 -11.48 -12.06 0.31
C 19.40 -12.15 -27.67 1.26
H 20.71 -15.16 -20.05 -0.08
H 15.98 -14.02 -16.98 0.61
H 19.54 -1.95 -20.30 0.38
H 15.26 -7.70 -23.24 0.12
H 23.40 -12.34 -29.76 0.22
H 17.75 -11.15 -16.83 -0.07
H 13.76 -12.09 -16.50 0.32
H 17.64 -12.64 -26.90 -0.07
C 17.30 -7.98 -20.36 0.06
N 20.25 -16.71 -22.99 -0.38
H 20.43 -6.23 -25.46 0.29
H 16.37 -11.73 -19.93 0.11
H 14.80 -17.22 -16.98 0.34
C 20.82 -16.49 -24.35 -0.03
H 11.95 -17.15 -22.29 0.41
C 13.16 -4.09 -25.31 -0.77
H 18.72 -13.77 -21.48 -1.02
H 17.48 -5.81 -19.05 0.57
H 17.78 -17.11 -20.43 0.46
H 12.14 -10.37 -18.30 0.46
N 13.87 -11.45 -25.02 -0.19
C 13.72 -10.04 -21.00 -0.38
H 22.42 -11.61 -20.27 0.42
C 20.93 -12.56 -12.07 -0.79
O 18.81 -15.35 -20.52 -0.28
H 17.31 -17.91 -26.58 0.20
H 22.29 -2.60 -18.34 0.26
H 18.30 -7.89 -19.94 0.50
C 12.82 -11.22 -22.84 -0.57
H 12.50 -18.40 -21.14 0.38
H 22.57 -12.68 -17.64 0.41
H 13.67 -3.16 -25.58 0.30
O 21.56 -12.14 -28.88 -0.23
O 19.09 -12.38 -17.57 -0.17
H 22.08 -11.78 -14.44 0.35
C 22.28 -12.80 -14.09 -0.52
H 22.48 -14.77 -14.78 0.35
C 22.37 -12.67 -29.91 -0.80
H 12.73 -4.10 -24.31 0.32
H 14.95 -4.81 -23.64 0.19
H 20.14 -13.70 -28.85 0.35
H 20.53 -14.76 -22.57 -0.11
O 16.86 -6.75 -20.93 -0.02
C 20.30 -17.54 -25.36 -0.95
O 16.22 -13.25 -25.41 0.53
O 13.96 -10.66 -22.23 0.29
H 14.48 -14.22 -25.38 0.41
C 20.10 -6.96 -26.19 -1.42
C 17.49 -12.27 -21.80 2.37
H 23.19 -9.70 -23.34 0.30
C 18.79 -11.08 -17.15 -0.51
H 16.57 -8.21 -19.58 -0.09
H 12.80 -12.55 -19.26 -0.21
C 20.44 -12.41 -18.16 0.25
H 19.52 -11.07 -27.58 -0.15
H 10.41 -13.20 -19.70 0.38
H 17.91 -14.22 -24.66 -0.40
H 16.27 -14.73 -24.10 0.12
C 22.29 -12.30 -21.10 0.45
H 23.49 -13.60 -15.66 0.40
C 13.81 -15.14 -21.90 -0.02
H 19.94 -12.82 -11.70 0.25
H 18.32 -2.60 -19.29 0.27
N 17.22 -6.13 -23.94 0.01
H 21.57 -10.01 -25.19 0.02
H 17.40 -11.19 -23.70 -0.14
C 19.34 -4.07 -20.38 -0.39
H 21.90 -8.96 -26.50 0.49
H 8.80 -10.48 -20.33 0.30
H 22.21 -8.41 -24.94 0.41
H 17.45 -16.17 -21.96 0.06
C 9.73 -10.77 -20.83 -1.02
C 20.75 -15.71 -22.09 -0.07
H 18.83 -18.42 -27.30 0.36
H 14.50 -17.13 -22.24 0.48
H 17.01 -15.41 -20.49 -0.15
O 23.42 -13.17 -21.28 -0.46
H 12.22 -10.43 -23.30 0.25
H 18.72 -7.84 -24.35 -0.13
H 23.25 -9.62 -21.59 0.33
C 12.04 -12.40 -18.50 0.35
H 19.66 -12.31 -29.81 0.40
C 15.16 -5.11 -24.66 -0.80
H 20.02 -11.27 -22.23 -0.17
H 9.51 -11.56 -21.54 0.40
N 21.38 -13.71 -16.29 -0.34
C 23.25 -10.31 -22.44 -1.53
H 13.21 -15.10 -22.81 0.50
H 14.62 -11.62 -26.93 0.40
O 14.11 -9.01 -17.73 -0.10
H 18.93 -10.38 -17.97 0.35
H 16.40 -10.63 -22.54 -0.28
H 20.82 -6.99 -27.01 0.48
H 21.63 -11.61 -16.61 0.31
C 14.15 -9.94 -16.67 -1.10
C 19.34 -2.79 -19.62 -0.60
H 16.18 -15.45 -17.91 0.50
H 20.78 -10.06 -23.05 0.08
C 14.95 -13.46 -26.01 -0.65
H 14.66 -17.45 -19.89 0.20
C 12.48 -17.33 -21.36 -1.50
H 21.76 -4.03 -19.25 0.26
H 18.16 -10.20 -22.41 0.50
H 11.99 -13.24 -17.81 0.30
H 21.85 -2.46 -19.99 0.34
H 15.06 -13.95 -26.98 0.44
H 12.86 -9.38 -20.95 0.41
H 20.31 -16.82 -20.27 0.59
C 14.68 -7.79 -17.37 -0.92
H 21.84 -15.79 -22.00 0.51
H 16.97 -6.12 -22.97 -0.40
C 21.47 -8.97 -25.50 -1.34
C 19.92 -12.74 -26.35 -0.86
H 15.74 -4.30 -25.09 0.48
C 20.11 -8.35 -25.52 1.12
H 16.70 -12.97 -22.10 -0.87
H 15.75 -7.91 -17.50 0.32
H 20.46 -13.31 -18.79 -0.57
H 16.99 -15.11 -25.80 0.68
H 17.52 -5.16 -24.04 0.35
H 17.57 -11.55 -28.01 0.34
H 14.34 -6.96 -17.99 0.20
H 16.13 -8.46 -24.48 0.11
O 21.15 -13.20 -13.28 -0.30
H 14.35 -11.54 -18.04 -0.53
H 14.42 -7.80 -24.76 0.54
H 13.69 -10.70 -20.13 0.01
H 16.51 -3.61 -20.04 0.40
H 13.67 -14.53 -16.36 0.38
O 10.82 -11.10 -20.06 -0.04
H 20.47 -18.56 -25.00 0.48
H 20.50 -13.64 -15.80 0.31
H 14.83 -14.84 -22.16 -0.58
C 14.24 -16.50 -16.39 -1.85
H 17.30 -8.78 -21.10 -0.69
C 16.88 -14.43 -24.96 -0.60
C 22.12 -11.41 -22.34 0.71
H 13.43 -14.43 -21.16 -0.16
H 19.39 -10.79 -16.29 0.33
H 24.51 -14.62 -20.24 0.33
O 13.23 -15.33 -18.24 -0.50
H 20.22 -4.12 -21.01 0.50
H 23.23 -12.72 -13.57 0.45
C 13.87 -16.66 -21.48 0.26
O 20.34 -2.70 -18.63 -0.39
C 17.32 -12.09 -20.32 -1.13
H 22.06 -12.32 -30.89 0.30
H 18.43 -5.24 -21.62 0.12
H 14.77 -16.30 -15.47 0.45
H 22.95 -14.18 -19.52 0.25
H 20.84 -17.56 -26.31 0.47
H 20.59 -11.60 -18.88 0.47
N 12.30 -11.20 -17.74 -0.44
H 21.65 -12.88 -11.31 0.30
H 12.32 -4.16 -26.00 0.27
H 15.41 -14.09 -18.58 -0.10
C 17.43 -10.98 -22.64 -0.66
C 14.11 -15.18 -17.11 0.77
C 14.06 -12.24 -26.23 -1.14
C 15.45 -14.69 -17.66 -1.18
H 9.88 -12.03 -18.52 0.49
H 19.35 -4.89 -19.67 0.25
H 21.37 -12.83 -20.85 -0.62
C 21.57 -2.97 -19.07 -0.71
C 21.59 -12.54 -17.18 -0.97
H 20.93 -12.36 -26.22 0.53
C 18.29 -18.35 -26.36 -0.87
O 18.91 -17.39 -25.45 -0.15
N 18.22 -4.33 -21.24 -0.06
O 14.50 -16.57 -20.23 -0.46
H 16.13 -4.39 -21.44 -0.06
C 13.29 -12.20 -23.90 -0.39
H 14.49 -9.31 -20.72 -0.32
H 12.43 -12.82 -24.15 0.59
C 13.66 -11.29 -17.24 0.65
H 19.33 -12.46 -25.48 -0.41
H 19.99 -13.83 -26.44 0.34
O 13.99 -5.23 -25.46 -0.35
C 23.84 -13.79 -20.01 -0.79
C 16.02 -6.36 -24.72 0.71
H 19.25 -16.57 -23.01 0.15
C 10.68 -12.25 -19.23 -1.15
H 11.85 -16.82 -20.64 0.31
C 22.50 -13.79 -15.25 -0.77
N 20.86 -10.70 -22.27 -0.47
C 15.41 -7.66 -24.32 -1.15
H 13.44 -9.67 -15.88 0.41
C 20.13 -15.83 -20.69 -0.84
H 21.89 -16.66 -24.30 0.47
H 13.24 -16.90 -16.19 0.38
H 14.67 -10.98 -24.63 0.19
H 22.33 -13.76 -29.82 0.33
C 20.20 -12.62 -28.92 -1.14
H 17.44 -13.01 -19.76 0.16
H 18.27 -19.29 -25.80 0.32
H 14.44 -7.52 -16.34 0.41
H 16.34 -6.46 -25.76 0.23
H 9.99 -9.96 -21.51 0.28
N 18.01 -12.44 -27.81 -0.66
O 19.53 -8.34 -24.22 -0.20
H 12.19 -11.74 -22.12 0.06
C 16.78 -5.77 -19.88 -0.11
O 18.78 -12.89 -21.87 2.07
H 20.72 -15.48 -24.73 -0.12
H 15.79 -5.92 -19.44 -0.10
H 24.37 -13.05 -19.41 0.32
H 19.45 -8.99 -26.11 -0.09
H 22.13 -11.96 -23.28 0.13
C 16.90 -4.42 -20.67 -0.84
H 24.20 -10.83 -22.50 0.39
H 18.13 -11.47 -19.93 -0.22
H 19.10 -6.66 -26.50 0.27
H 13.99 -12.86 -23.39 0.04
C 17.72 -16.13 -20.90 -0.33
H 15.15 -10.02 -16.25 0.43
```